No. 1
Below is a cluster of 9 separate species, C36H46N8O3 in total in a non-equilibrium geometry, with properties calculated with ωB97M-V/def2-TZVPD.

```
93
Properties=species:S:1:pos:R:3:forces:R:3
C 1.0948 -0.1858 -0.2512 0.42 -0.47 0.85
C -0.2860 0.2174 0.1680 -0.88 0.52 -0.23
C -1.1672 0.8289 -0.9304 0.53 -0.83 -0.44
O -2.3673 0.0562 -0.9093 -0.11 -0.19 0.17
C -2.1965 -1.0305 -0.1390 -0.21 0.64 1.27
O -3.0228 -1.8656 0.0600 0.21 -0.25 -0.51
O -1.0147 -0.9635 0.5446 -0.27 -0.14 -0.54
H 1.8272 0.6202 -0.2156 -0.16 0.18 -0.25
H 1.0924 -0.7033 -1.2108 -0.04 0.18 -0.12
H 1.4249 -0.9117 0.4994 0.16 0.04 -0.08
H -0.3185 0.9258 0.9988 0.45 -0.37 0.33
H -0.7245 0.6179 -1.9029 0.10 0.61 -0.10
H -1.3690 1.8785 -0.7546 -0.18 0.06 -0.30
C -6.9416 -4.6585 0.3399 0.02 0.12 0.84
C -7.6688 -4.2696 -0.8072 0.14 -0.23 -0.18
C -6.7994 -3.5646 -1.6037 -0.09 0.05 -0.03
N -5.5993 -3.5083 -0.9630 0.15 0.06 0.06
C -5.6671 -4.1608 0.2424 0.02 0.10 -0.76
H -7.3582 -5.1306 1.2163 0.10 -0.26 -0.12
H -8.6779 -4.5855 -1.0096 -0.07 0.28 -0.17
H -6.9033 -3.0805 -2.5600 -0.19 -0.07 -0.01
H -4.8172 -2.9658 -1.2891 0.10 -0.05 0.21
H -4.7734 -4.2566 0.8325 -0.15 0.08 0.27
C 1.7135 2.5181 3.0837 0.34 0.04 -0.25
C 3.0961 2.7409 2.8147 -0.31 0.12 -0.06
C 3.7209 1.5243 2.8850 0.11 0.22 -0.15
N 2.7764 0.5727 3.1386 0.24 0.00 0.26
C 1.5612 1.1677 3.2866 -0.43 0.17 -0.27
H 0.9531 3.2822 3.1154 -0.12 -0.10 0.10
H 3.5426 3.6887 2.5612 0.13 -0.02 0.15
H 4.7704 1.2984 2.8007 -0.04 -0.20 -0.03
H 2.9732 -0.3993 3.3341 -0.12 0.07 -0.02
H 0.6508 0.6086 3.4341 0.14 -0.17 0.19
C 1.6355 1.0370 -6.0954 0.06 0.13 0.00
C 2.3184 1.5524 -4.9653 -0.02 0.30 0.40
C 2.0668 0.7269 -3.9067 0.34 -0.27 -0.11
N 1.2685 -0.3034 -4.3541 0.29 0.45 0.20
C 1.0047 -0.0997 -5.6864 -0.26 -0.69 -0.11
H 1.6293 1.4602 -7.0846 -0.14 -0.02 -0.03
H 2.9066 2.4511 -4.8802 0.00 0.02 -0.20
H 2.4841 0.7680 -2.9152 -0.20 -0.12 0.10
H 1.1087 -1.1598 -3.8525 -0.16 0.07 -0.06
H 0.3512 -0.7890 -6.1956 0.11 0.04 -0.19
C -3.3902 2.4696 -3.7140 -0.11 0.00 -1.32
C -3.8779 1.2358 -4.2465 0.03 -0.29 0.31
C -2.8002 0.4238 -4.4963 -0.07 0.25 -0.19
N -1.6736 1.1510 -4.2231 -0.10 -0.06 -0.09
C -2.0235 2.3958 -3.8015 0.62 -0.16 0.94
H -3.9718 3.3698 -3.6019 0.01 -0.05 0.48
H -4.8968 0.9322 -4.4248 -0.06 0.16 0.14
H -2.7734 -0.5835 -4.8752 0.12 0.01 -0.03
H -0.7097 0.8965 -4.3612 -0.12 -0.27 -0.09
H -1.2035 2.9835 -3.4129 -0.33 0.55 -0.21
C 2.4082 -2.4696 4.4143 -0.54 0.43 0.00
C 3.7382 -2.3160 4.8730 0.31 -0.65 0.19
C 4.5597 -2.4903 3.7873 0.12 0.90 -0.46
N 3.7697 -2.5870 2.6792 -0.57 -0.69 -0.10
C 2.4484 -2.6173 3.0512 0.44 -0.22 -0.03
H 1.5037 -2.3943 4.9968 0.05 -0.10 0.06
H 4.0692 -2.2054 5.8920 -0.05 0.12 0.00
H 5.6216 -2.3744 3.6427 0.05 -0.20 0.28
H 4.0669 -2.8169 1.7427 0.23 0.15 0.04
H 1.6800 -2.7916 2.3171 -0.10 0.07 0.07
C -0.4338 5.1409 -1.6971 0.07 0.03 0.66
C 0.9572 4.9493 -1.9089 0.15 0.35 -0.50
C 1.4686 4.2543 -0.8470 -0.37 0.06 0.63
N 0.4279 4.0440 0.0350 0.40 -0.28 -0.41
C -0.7146 4.5646 -0.4863 -0.57 -0.24 0.21
H -1.1335 5.7349 -2.2595 0.06 -0.16 -0.27
H 1.4987 5.3575 -2.7474 0.16 -0.15 0.05
H 2.4611 3.9792 -0.5335 0.10 -0.05 -0.31
H 0.4867 3.4566 0.8507 0.07 0.13 0.07
H -1.6456 4.4282 0.0418 -0.03 0.19 -0.05
C -2.7788 0.5376 3.3878 -0.21 0.21 -0.19
C -4.1932 0.3946 3.4086 0.14 0.46 -0.19
C -4.5857 0.4059 4.7179 0.13 -0.41 0.27
N -3.4523 0.4918 5.4869 0.07 0.15 -0.02
C -2.3485 0.5957 4.6849 -0.02 0.15 0.07
H -2.2170 0.6848 2.4799 0.27 -0.20 0.14
H -4.8021 0.4115 2.5201 -0.21 -0.24 0.14
H -5.5425 0.2785 5.1941 -0.08 0.09 -0.13
H -3.4231 0.5680 6.4876 -0.11 -0.09 -0.04
H -1.3808 0.7781 5.1213 0.06 -0.11 -0.08
C 4.3547 -2.0199 -0.4698 -0.35 -0.77 -0.25
C 4.9709 -3.3009 -0.5626 0.10 -0.20 0.20
C 6.2070 -3.2041 0.0125 0.35 0.29 -0.13
N 6.3716 -1.9029 0.4205 -0.03 -0.20 0.07
C 5.2402 -1.1899 0.1503 0.22 0.63 -0.31
H 3.3468 -1.8548 -0.8110 0.06 0.47 0.06
H 4.5665 -4.2002 -0.9968 -0.11 0.04 0.02
H 7.0044 -3.9186 0.1218 -0.04 -0.05 0.01
H 7.2354 -1.4932 0.7300 -0.06 -0.10 0.13
H 5.2100 -0.1326 0.3555 -0.17 -0.03 0.08
```
Forces are in eV/Å.

net charge: 0
relative energy (zero: lowest compared OMol25 entry of this formula, charge and spin): 88.71 kcal/mol
SMILES: C[C@H]1COC(=O)O1.c1cc[nH]c1.c1cc[nH]c1.c1cc[nH]c1.c1cc[nH]c1.c1cc[nH]c1.c1cc[nH]c1.c1cc[nH]c1.c1cc[nH]c1
frontier orbital gap: 7.92 eV
HOMO level: -7.64 eV

No. 2
Below is a structure of composition C36H47As2BrN7O7S2Sn, with properties calculated with ωB97M-V/def2-TZVPD.

```
103
Properties=species:S:1:pos:R:3:forces:R:3
Sn -0.1693 0.0604 -0.3424 -0.46 -0.66 -0.06
S -4.6077 1.5448 -6.9467 -0.08 0.00 -0.08
N -4.6062 2.2595 -5.4966 0.03 0.01 -0.03
C -3.6768 1.6553 -4.7795 0.03 0.01 0.14
C -3.3246 1.9761 -3.4065 -0.04 0.01 -0.12
C -3.9346 2.9993 -2.6886 -0.03 0.03 0.00
C -3.5143 3.2420 -1.4015 0.00 -0.01 -0.01
C -2.4971 2.4554 -0.8703 -0.01 -0.02 -0.07
N -1.9304 1.4587 -1.5361 0.10 0.19 0.12
C -2.3210 1.2230 -2.7908 0.10 -0.17 -0.06
C -1.6434 0.1263 -3.5090 -0.06 0.10 0.10
N -0.7198 -0.5616 -2.8314 0.15 0.05 -0.06
C -0.0734 -1.5406 -3.4498 -0.05 -0.03 0.13
C -0.3304 -1.8960 -4.7743 -0.01 0.01 -0.01
C -1.2917 -1.2072 -5.4742 0.01 -0.03 -0.02
C -1.9684 -0.1708 -4.8340 -0.09 0.04 -0.09
C -3.0097 0.6115 -5.4786 0.10 -0.08 0.08
N -3.4459 0.4454 -6.7139 0.01 0.03 0.00
H -4.7116 3.5878 -3.1588 0.00 0.00 0.00
H -3.9388 4.0418 -0.8111 0.00 0.00 0.00
H -2.0929 2.6556 0.1099 0.02 0.00 -0.01
H 0.7111 -2.0235 -2.8709 0.03 0.02 -0.04
H 0.2330 -2.6987 -5.2297 0.00 0.00 0.01
H -1.5325 -1.4424 -6.5029 0.00 0.00 0.00
N 0.5304 -3.2527 -0.1043 0.07 -0.05 -0.02
C 1.2452 -4.5274 -0.1509 -0.01 -0.01 -0.02
C 2.1497 -4.6660 -1.3782 0.02 0.01 -0.02
C 3.5127 -3.9568 -1.2638 -0.01 0.04 0.05
C 3.7175 -2.6892 -2.0876 -0.05 0.03 0.07
N 2.6119 -1.7458 -1.9258 0.03 0.03 -0.04
H 0.0238 -3.1644 0.7692 0.04 0.04 -0.01
H -0.1770 -3.2126 -0.8319 0.00 -0.02 0.01
H 0.5623 -5.3877 -0.1106 -0.01 -0.01 -0.04
H 1.8736 -4.5847 0.7428 -0.02 -0.03 0.02
H 1.6132 -4.3181 -2.2680 -0.02 0.01 0.02
H 2.3200 -5.7365 -1.5222 0.01 0.00 -0.04
H 4.3078 -4.6503 -1.5505 0.00 -0.01 0.05
H 3.6883 -3.7130 -0.2111 0.00 0.05 0.00
H 3.7954 -2.9486 -3.1506 0.00 -0.02 0.01
H 4.6744 -2.2527 -1.7830 0.04 0.04 -0.03
H 2.9077 -0.8051 -2.1722 0.01 -0.01 0.04
H 2.3358 -1.7060 -0.9488 -0.01 -0.04 0.03
O 4.6957 -0.2609 2.7044 -0.06 0.09 0.25
As 3.9764 -0.5423 1.0367 -0.07 0.09 -0.28
O 5.2329 -0.1010 0.0824 -0.11 -0.11 0.04
O 2.8116 1.0491 0.9676 0.05 -0.06 -0.01
C 3.3102 2.2568 0.7130 -0.05 0.05 -0.02
C 4.4758 2.7146 1.3504 0.02 -0.04 -0.02
C 4.9760 3.9779 1.1100 0.01 -0.02 0.02
C 4.3374 4.8463 0.2310 -0.02 -0.01 -0.02
C 3.1855 4.4207 -0.4035 0.03 -0.08 -0.01
C 2.6730 3.1437 -0.1788 0.01 0.12 0.01
S 1.1573 2.7558 -1.0079 0.00 -0.22 0.06
O 1.3232 1.5161 -1.7932 0.10 0.27 -0.02
O 0.8179 3.9105 -1.8054 -0.15 0.04 -0.02
O 0.1565 2.4706 0.0634 0.21 0.15 0.08
H 4.0786 -0.5905 3.3704 0.10 0.11 -0.07
H 4.9819 2.0366 2.0227 0.00 -0.02 0.01
H 5.8834 4.2886 1.6157 0.00 0.00 -0.01
H 4.7337 5.8353 0.0394 -0.01 0.00 0.00
H 2.6585 5.0640 -1.0936 -0.01 0.01 0.01
Br -6.1162 -3.6373 1.2173 0.00 0.00 0.00
C -4.5560 -2.7011 0.6411 -0.01 0.01 -0.01
C -3.4381 -2.6674 1.4558 0.03 0.03 -0.04
C -2.3253 -1.9504 1.0252 0.04 -0.04 -0.01
C -2.2506 -1.2698 -0.2020 -0.12 0.04 0.21
C -3.4080 -1.3754 -0.9813 0.04 0.01 -0.09
C -4.5561 -2.0627 -0.5843 0.04 -0.03 0.01
H -3.4425 -3.1745 2.4137 0.01 0.01 -0.01
H -1.4832 -1.9021 1.7141 0.01 0.06 0.00
H -3.4565 -0.9107 -1.9646 0.01 0.03 0.03
H -5.4305 -2.1062 -1.2223 0.01 0.01 0.00
C -3.8448 0.9552 2.2008 -0.01 -0.02 0.03
C -2.4242 1.4497 2.2757 0.09 0.09 -0.04
N -2.2185 2.6809 2.8141 -0.03 -0.01 -0.07
O -1.4823 0.7919 1.8663 -0.10 0.10 0.09
H -4.5594 1.6328 2.6674 0.01 -0.01 0.00
H -3.8998 -0.0266 2.6688 -0.01 0.00 0.02
H -4.1034 0.8068 1.1502 0.03 0.01 0.00
H -2.9862 3.2886 3.0328 0.00 0.00 0.02
H -1.2961 3.0762 2.7023 0.02 -0.02 0.00
C -1.7851 -1.9321 4.9843 -0.01 0.01 0.01
C -0.5194 -1.1471 5.3237 -0.09 -0.01 0.01
As 0.6183 -0.8657 3.7291 0.01 -0.12 -0.21
C 1.4964 0.7902 4.3270 0.03 0.07 -0.05
C 2.2216 0.7532 5.6664 0.01 -0.01 -0.01
C 1.9872 -2.2235 4.1388 0.07 0.06 0.07
C 1.4073 -3.6288 4.0057 0.01 -0.03 0.00
H -2.4334 -2.0572 5.8554 0.00 0.00 0.00
H -1.5499 -2.9275 4.6009 0.01 0.00 0.00
H -2.3603 -1.4234 4.2067 0.02 0.00 0.00
H 0.0571 -1.6452 6.1070 -0.01 0.00 0.02
H -0.7838 -0.1550 5.6986 -0.01 0.00 0.01
H 0.6852 1.5240 4.3544 -0.03 -0.01 0.01
H 2.1498 1.1151 3.5145 0.07 -0.08 0.00
H 1.5456 0.4981 6.4859 -0.02 0.00 -0.01
H 2.6669 1.7251 5.8907 0.00 0.00 0.01
H 3.0305 0.0207 5.6771 0.02 0.03 -0.05
H 2.3966 -2.0788 5.1409 0.00 0.01 0.01
H 2.7977 -2.0768 3.4210 -0.08 -0.13 -0.01
H 0.6752 -3.8321 4.7908 0.00 0.02 0.01
H 2.1862 -4.3908 4.0793 0.00 0.00 0.01
H 0.9008 -3.7685 3.0475 0.03 0.03 -0.03
```
Forces are in eV/Å.

net charge: -1
relative energy (zero: lowest compared OMol25 entry of this formula, charge and spin): 8.43 kcal/mol
frontier orbital gap: 5.89 eV
HOMO level: -4.81 eV

Here are the calculated E_LUMO numbers, same order: 0.284, 1.073 (eV).